The following is a quantum chemistry calculation of 13 unconnected molecules or ions with the total composition C19H64N4O13 at a distorted geometry, from the Open Molecules 2025 dataset.

Structure (XYZ):
```
100
Properties=species:S:1:pos:R:3:mulliken_charge:R:1
H -3.989 21.829 -5.446 0.2819
N -8.871 16.629 -8.826 -0.4298
H -3.088 15.736 -3.414 0.3960
H -5.034 18.397 -3.755 0.2470
H -4.885 19.575 -10.154 -0.0006
H -2.515 18.191 -10.047 0.2938
H -1.909 15.312 -8.186 0.2925
N -6.954 19.557 -5.866 -0.1869
H -6.465 20.476 -5.876 0.1091
H 0.303 17.120 -4.947 0.3340
N -5.483 19.088 -4.384 -0.3632
H -3.475 16.993 -4.631 -0.0728
H -4.968 17.450 -7.183 -0.5560
O -2.098 14.958 -9.020 -0.5478
H -0.026 16.949 -7.141 0.2097
C -2.890 24.470 -9.286 -1.3528
C -3.514 15.136 -9.198 -0.3229
H -3.439 24.377 -10.182 0.3032
C -7.189 21.942 -8.936 0.0998
H -4.868 22.577 -12.492 0.3706
H -2.911 21.163 -13.619 0.4296
H -7.063 19.034 -14.042 0.3925
C -7.949 22.412 -10.131 -1.3124
H -0.916 19.699 -8.958 -0.1624
O -0.020 17.978 -5.346 -0.5656
H -5.484 21.454 -10.431 0.2049
N -6.792 16.943 -9.392 0.1208
H -3.361 22.544 -8.447 -0.4879
H -7.578 17.394 -11.326 0.3462
H -6.849 20.675 -13.279 0.1470
H -2.091 19.815 -5.606 0.1466
O -5.817 15.018 -4.890 -0.6309
H -2.039 21.533 -5.214 0.4816
H -3.777 20.109 -8.357 -0.4693
H -2.557 17.441 -3.206 0.3211
H -5.964 17.577 -9.414 -0.1033
H -8.485 19.979 -13.486 0.3772
H 1.278 19.682 -6.819 0.3340
O -4.952 21.050 -11.154 -0.4253
C -0.043 17.990 -6.770 1.1523
H -5.523 13.904 -6.415 0.3714
H 1.050 18.932 -8.299 0.4041
C -4.139 18.174 -7.291 0.3829
H -6.125 18.814 -12.045 -0.2223
C -7.171 19.075 -12.020 1.2546
H -4.561 15.574 -6.382 -0.0655
H -2.427 21.064 -6.775 0.0175
H -7.326 20.886 -8.929 -0.0652
C -1.075 19.323 -9.947 -0.1209
H 2.032 18.107 -7.269 0.3521
C -4.234 21.813 -12.058 -0.1768
H -9.652 17.129 -8.431 0.3522
H -7.415 19.629 -11.076 -0.1566
H -4.576 20.543 -13.813 0.3330
C -6.466 18.617 -5.114 0.4371
C -7.893 17.455 -8.877 0.5715
H -4.852 19.830 -4.735 0.3808
H -7.906 21.699 -10.938 0.1612
O -4.395 17.180 -2.757 -0.6241
H -3.400 24.873 -8.427 0.3686
H -3.990 18.488 -6.229 -0.6828
H -1.732 19.983 -10.549 -0.1271
H -7.754 22.284 -8.108 0.6068
C -3.780 20.764 -13.103 -1.2449
O -3.845 20.859 -5.376 -0.5240
C -7.451 19.715 -13.302 -1.4557
O -5.837 22.400 -9.064 -0.6318
O -6.987 17.287 -5.050 -0.8261
O -1.561 17.969 -9.919 -0.5053
H -3.313 22.181 -11.604 0.0671
H -3.845 14.702 -10.111 0.4727
H -7.495 23.225 -10.596 0.3660
O -1.537 23.154 -7.828 -0.5700
C -4.592 19.324 -8.210 1.8644
H -8.690 15.642 -8.556 0.2559
H -5.350 22.146 -8.238 0.1244
H -4.114 14.552 -8.434 0.1702
H -6.358 15.549 -6.769 0.0321
C -3.358 16.773 -3.563 -0.4151
H -7.639 19.356 -6.596 0.3184
H -3.312 17.687 -7.591 0.8398
C -5.554 15.012 -6.277 -0.0471
H -6.153 15.882 -4.628 0.4077
H -2.015 22.447 -9.529 0.1755
H -0.693 22.875 -8.208 0.3936
H -8.964 22.587 -9.827 0.3909
H -3.474 19.763 -12.762 0.2227
O -7.836 17.882 -12.080 -0.6625
O -8.029 18.721 -8.378 -0.8083
C -2.554 20.743 -5.827 -0.5793
H -2.010 25.128 -9.431 0.3662
H -0.058 19.309 -10.315 0.5163
C 1.133 18.732 -7.297 -1.4492
O -4.770 18.842 -9.563 -0.8039
H -0.932 18.410 -7.224 -0.6899
H -4.320 16.874 -1.789 0.3372
H -6.732 15.999 -9.684 0.2197
C -2.465 23.099 -8.815 0.8247
H -3.790 16.194 -9.234 0.0688
H -5.458 19.864 -7.943 -0.3755
```

The total energy is -53312.66945 eV. The energy above the lowest of the compared OMol25 structures with the same formula, charge and spin comes out at 25.1 kcal/mol. The gap between HOMO and LUMO is 8.7 eV. As for the HOMO energy: -8.78 eV.